1.
15
Properties=species:S:1:pos:R:3:forces:R:3:nbo_charge:R:1 method="wB97M-V/def2-TZVPD" total_energy_ev=-6251.6957 total_charge=0 smiles="C=N.CNC" de_lowest_ev=1.733 homo_energy_ev=-8.90
C 2.986 -0.477 -4.390 -0.42 0.05 -0.76 -0.0374
N 3.243 -0.408 -3.164 -0.22 -0.36 0.41 -0.5880
H 3.058 -1.418 -4.936 0.41 -0.11 0.23 0.1557
H 2.625 0.342 -5.020 -0.07 0.18 0.23 0.1376
H 2.992 0.496 -2.772 0.30 0.24 -0.12 0.3320
C -0.479 0.742 2.246 1.30 -0.21 0.25 -0.4283
N -1.128 -0.403 1.608 -0.95 0.25 0.23 -0.6154
C -2.539 -0.441 2.016 -0.17 0.21 0.07 -0.4136
H 0.450 0.436 2.742 0.11 -0.15 -0.32 0.1910
H -1.040 1.128 3.083 -0.63 0.32 -0.02 0.1871
H -0.198 1.553 1.566 -0.31 -0.03 0.01 0.1860
H -1.188 -0.240 0.613 0.49 -0.08 -0.14 0.3472
H -3.061 -1.310 1.631 0.10 -0.23 -0.16 0.1974
H -2.643 -0.450 3.098 0.21 -0.18 0.14 0.1885
H -3.079 0.450 1.679 -0.15 0.10 -0.06 0.1600



2.
15
Properties=species:S:1:pos:R:3:forces:R:3:nbo_charge:R:1 method="wB97M-V/def2-TZVPD" total_energy_ev=-6251.5863 total_charge=0 smiles="C=NC.CN" de_lowest_ev=1.842 homo_energy_ev=-9.48
C 3.828 -1.857 0.907 -0.58 0.40 1.47 -0.0520
N 4.369 -1.287 -0.073 1.21 -1.33 -0.28 -0.3827
C 3.703 -1.503 -1.353 -1.06 0.82 0.77 -0.4415
H 4.280 -1.986 1.894 0.71 0.64 -0.27 0.1638
H 2.780 -2.173 1.040 -0.07 -0.38 -1.17 0.1305
H 3.789 -0.652 -2.013 0.07 0.42 0.03 0.2001
H 4.092 -2.346 -1.923 0.08 -0.20 0.47 0.2101
H 2.661 -1.629 -1.044 -0.36 -0.36 -1.01 0.1717
C -5.748 1.707 0.115 0.63 -0.67 0.29 -0.4175
N -4.610 2.505 0.624 -0.62 0.57 -0.45 -0.8246
H -5.558 1.374 -0.909 -0.40 0.07 -0.10 0.1710
H -5.809 0.809 0.735 -0.24 0.01 -0.11 0.1864
H -6.708 2.231 0.183 0.38 0.03 -0.02 0.1941
H -3.773 2.251 0.110 0.01 -0.16 0.15 0.3471
H -4.795 3.455 0.320 0.23 0.16 0.24 0.3435



3.
15
Properties=species:S:1:pos:R:3:forces:R:3:nbo_charge:R:1 method="wB97M-V/def2-TZVPD" total_energy_ev=-6251.7539 total_charge=0 smiles=C[C@@H](N)CN de_lowest_ev=1.674 homo_energy_ev=-8.64
C 0.276 -0.344 1.884 -0.80 1.56 -1.68 -0.6174
C 0.380 0.129 0.409 -0.69 0.38 0.01 -0.0345
N 1.428 -0.507 -0.288 -0.26 -2.01 -1.96 -0.8890
C -0.960 -0.087 -0.360 0.29 1.75 2.10 -0.2635
N -1.187 0.835 -1.552 1.81 -1.63 -2.78 -0.8354
H 0.093 0.580 2.450 -0.34 -0.77 0.41 0.2072
H 1.255 -0.670 2.020 1.59 -0.80 1.10 0.2113
H -0.427 -1.156 1.996 -0.25 -0.08 0.37 0.2042
H 0.667 1.172 0.475 -0.73 0.78 -0.09 0.1585
H 2.393 -0.272 -0.089 -0.43 0.09 -0.61 0.3802
H 1.083 -0.716 -1.250 1.68 0.26 1.09 0.3737
H -1.245 -1.162 -0.159 0.38 0.62 -1.82 0.2015
H -1.602 0.387 0.368 -0.72 0.11 0.23 0.1950
H -0.321 0.986 -2.228 -1.50 -0.53 2.41 0.3500
H -1.764 0.373 -2.291 -0.04 0.27 1.21 0.3582



4.
15
Properties=species:S:1:pos:R:3:forces:R:3:nbo_charge:R:1 method="wB97M-V/def2-TZVPD" total_energy_ev=-6252.2557 total_charge=0 smiles="C=C.NCN" de_lowest_ev=1.173 homo_energy_ev=-9.39
C -1.080 1.246 1.613 0.39 0.16 0.37 -0.4088
C -1.053 2.161 0.663 -0.54 0.05 -0.33 -0.3797
H -2.021 0.953 2.060 0.08 -0.26 -0.04 0.1983
H -0.150 0.852 2.015 -0.23 -0.08 0.09 0.2011
H -1.986 2.533 0.256 0.05 0.18 0.00 0.1916
H -0.147 2.553 0.235 0.25 -0.03 -0.07 0.1969
N 2.004 -0.840 -1.198 -0.15 -0.41 0.15 -0.8213
C 0.549 -0.859 -1.146 0.08 -0.04 0.53 -0.0646
N 0.015 -1.586 0.025 -0.26 0.15 -0.25 -0.8657
H 2.322 -1.791 -1.362 0.11 0.06 -0.06 0.3436
H 2.295 -0.638 -0.246 0.22 0.09 -0.08 0.3513
H 0.168 -1.270 -2.079 -0.02 0.12 -0.12 0.1660
H 0.245 0.179 -1.038 -0.24 0.05 -0.21 0.1752
H -0.432 -2.456 -0.236 0.21 -0.14 -0.11 0.3537
H -0.730 -1.038 0.438 0.05 0.10 0.12 0.3623



5.
16
Properties=species:S:1:pos:R:3:forces:R:3:nbo_charge:R:1 method="wB97M-V/def2-TZVPD" total_energy_ev=-8300.7575 total_charge=0 smiles="C/C(N)=C/N.O" de_lowest_ev=0.747 homo_energy_ev=-7.72
C -0.352 -1.230 -1.344 0.16 -0.01 0.35 -0.6365
C -0.323 0.028 -0.533 -0.12 -0.10 -0.07 0.0899
N -1.245 0.093 0.547 -0.04 0.08 -0.06 -0.8570
C 0.550 1.012 -0.722 0.13 -0.10 -0.23 -0.0893
N 0.563 2.190 0.053 0.01 0.02 0.03 -0.8363
H -0.187 -2.101 -0.697 -0.04 0.08 -0.10 0.2201
H 0.437 -1.216 -2.092 -0.07 -0.01 -0.08 0.2228
H -1.320 -1.355 -1.829 -0.06 -0.04 -0.13 0.2065
H -2.058 -0.489 0.400 0.05 -0.14 -0.01 0.3770
H -1.573 1.040 0.700 0.06 0.06 0.08 0.3785
H 1.247 0.946 -1.550 -0.02 0.09 0.13 0.1935
H 0.409 2.011 1.037 0.02 0.00 0.06 0.3682
H 1.414 2.720 -0.052 0.00 0.03 -0.03 0.3751
O 0.695 -1.457 2.320 0.06 0.14 -0.21 -0.9600
H 0.146 -0.914 1.728 -0.11 -0.04 0.22 0.4864
H 1.597 -1.278 2.035 -0.02 -0.06 0.04 0.4610



6.
16
Properties=species:S:1:pos:R:3:forces:R:3:nbo_charge:R:1 method="wB97M-V/def2-TZVPD" total_energy_ev=-8296.1584 total_charge=0 de_lowest_ev=5.346 homo_energy_ev=-7.90
C -0.327 0.112 -0.556 -1.53 1.95 1.83 -0.1737
C 0.929 -0.570 -0.261 -0.47 -0.79 2.82 -0.1714
C -0.280 1.300 -1.502 0.08 -0.24 -0.28 -0.6043
N 0.660 -0.256 1.583 0.73 0.25 -0.83 -0.4146
N -1.460 -0.766 -0.823 0.17 -0.60 -0.43 -0.8388
O 0.461 -1.179 2.675 0.81 -0.58 -0.36 -0.6009
H 0.688 -0.680 3.477 -0.01 -0.11 -0.41 0.4592
H 1.559 0.217 1.733 0.06 -0.07 0.49 0.3149
H -0.470 0.500 0.601 0.03 0.27 -2.76 0.2738
H -2.333 -0.270 -0.674 0.16 -0.05 0.02 0.3592
H -1.439 -1.550 -0.175 -0.13 0.16 -0.06 0.3586
H 0.981 -1.649 -0.362 0.11 0.03 -0.19 0.2135
H 1.842 -0.031 -0.496 0.00 -0.12 0.18 0.2071
H -1.176 1.919 -1.392 0.06 -0.12 -0.02 0.2090
H -0.219 0.969 -2.542 -0.01 0.07 -0.03 0.2047
H 0.583 1.934 -1.288 -0.05 -0.04 0.02 0.2037



7.
16
Properties=species:S:1:pos:R:3:forces:R:3:nbo_charge:R:1 method="wB97M-V/def2-TZVPD" total_energy_ev=-8299.8582 total_charge=0 smiles="CC=O.NCN" de_lowest_ev=1.646 homo_energy_ev=-9.26
C -0.176 -2.617 1.634 -1.25 1.36 0.70 -0.7268
C -1.126 -1.814 2.539 0.61 0.01 -0.05 0.4440
O -1.191 -0.615 2.555 -0.03 0.26 -0.38 -0.5259
H -0.269 -2.260 0.610 -0.06 -0.14 -0.08 0.2426
H -0.440 -3.661 1.747 0.65 -0.23 -0.12 0.2208
H 0.786 -2.262 2.006 0.31 -0.78 -0.09 0.2449
H -1.675 -2.356 3.319 -0.23 -0.47 -0.01 0.1006
N 1.169 2.673 -1.790 0.23 -0.05 0.67 -0.8669
C 0.458 1.420 -1.565 -0.02 -0.93 -1.14 -0.0733
N 0.537 0.604 -2.830 -0.24 1.08 0.86 -0.8145
H 0.649 3.500 -1.555 -0.38 0.11 0.08 0.3644
H 2.002 2.705 -1.224 0.24 0.05 -0.02 0.3598
H 0.860 0.786 -0.775 0.26 0.30 0.15 0.1706
H -0.593 1.560 -1.327 -0.09 0.24 -0.08 0.1781
H 0.231 1.314 -3.499 -0.04 -0.52 -0.30 0.3432
H 1.539 0.579 -3.001 0.04 -0.31 -0.19 0.3386



8.
16
Properties=species:S:1:pos:R:3:forces:R:3:nbo_charge:R:1 method="wB97M-V/def2-TZVPD" total_energy_ev=-8294.7887 total_charge=0 de_lowest_ev=6.715 homo_energy_ev="-7.07 / -7.22"
C 1.974 0.487 -1.532 -0.15 -1.54 1.37 -0.6681
C 1.150 -1.825 1.192 0.88 -1.17 4.48 -0.1584
C 1.193 -0.484 -0.657 -0.47 1.40 -4.49 0.0712
N -2.922 0.917 0.080 4.17 -2.83 -1.69 -0.7015
N -1.860 0.751 1.113 0.45 1.64 -1.13 -0.6651
O 1.550 -0.887 0.472 1.50 2.15 -0.80 -0.3210
H 2.927 0.058 -1.921 -0.86 0.28 -0.32 0.2129
H 2.212 1.345 -0.985 0.70 1.50 0.93 0.2094
H 1.195 0.801 -2.205 0.39 0.02 -1.08 0.2232
H 1.408 -1.545 2.202 0.14 -0.81 0.43 0.1450
H 0.365 -2.488 1.079 -1.66 -0.89 -1.24 0.1557
H -1.011 1.008 0.549 -0.69 -0.48 0.82 0.3383
H 0.503 -1.004 -1.306 -0.53 -0.90 0.74 0.1334
H -3.693 1.333 0.446 -2.85 0.73 1.46 0.3410
H -2.980 -0.078 -0.148 -1.44 0.77 -0.32 0.3538
H -2.011 1.611 1.620 0.43 0.12 0.84 0.3302



9.
16
Properties=species:S:1:pos:R:3:forces:R:3:nbo_charge:R:1 method="wB97M-V/def2-TZVPD" total_energy_ev=-8300.2870 total_charge=0 smiles="NC=O.CNC" de_lowest_ev=1.217 homo_energy_ev=-8.27
N -0.460 -1.779 0.433 1.66 -0.97 -0.26 -0.8223
C 0.763 -2.371 0.266 -0.84 0.26 0.56 0.5320
O 1.500 -2.184 -0.670 0.04 -0.19 0.00 -0.6030
H -0.922 -1.979 1.294 -0.71 0.24 -0.09 0.3966
H -0.814 -1.311 -0.372 -0.65 0.57 0.11 0.4040
H 0.954 -3.045 1.129 0.49 0.09 -0.28 0.0915
C -0.003 2.670 0.820 1.23 -0.61 0.76 -0.4053
N -0.150 1.582 -0.107 0.12 -0.49 0.02 -0.6565
C -1.345 1.442 -0.864 -0.95 -0.14 -0.33 -0.4036
H -0.828 3.358 0.761 -0.21 0.48 -0.13 0.1903
H 0.093 2.323 1.865 -0.54 -0.08 -0.13 0.1742
H 0.971 3.162 0.701 -0.36 0.38 -0.44 0.1918
H 0.678 1.255 -0.565 0.14 0.19 -0.05 0.3778
H -1.666 2.313 -1.452 0.24 0.19 -0.02 0.1651
H -2.211 1.191 -0.243 0.00 0.06 0.30 0.1736
H -1.291 0.611 -1.571 0.35 0.04 -0.02 0.1937



10.
16
Properties=species:S:1:pos:R:3:forces:R:3:nbo_charge:R:1 method="wB97M-V/def2-TZVPD" total_energy_ev=-8296.8187 total_charge=0 smiles="C=NC.C=O.N" de_lowest_ev=4.685 homo_energy_ev=-9.01
C -2.435 0.631 -1.575 0.30 -1.79 -0.91 -0.0365
N -1.865 -0.049 -2.509 2.28 1.75 2.19 -0.4114
C -1.003 -1.200 -1.989 -2.00 0.22 -1.14 -0.4433
H -2.903 0.120 -0.719 0.74 0.17 0.53 0.1274
H -2.455 1.708 -1.589 -1.02 0.37 -0.68 0.1718
H -1.619 -1.779 -1.299 0.13 -0.74 -0.23 0.1817
H -0.110 -0.915 -1.419 -0.40 0.76 -0.42 0.1948
H -0.678 -1.661 -2.924 -0.07 -0.73 0.63 0.2146
C 0.676 1.873 3.278 -0.51 1.20 -1.79 0.2808
O 1.596 1.284 2.784 0.24 0.54 0.10 -0.4912
H 0.327 2.951 2.964 0.95 -1.42 0.58 0.1015
H -0.013 1.341 3.897 -0.69 -0.34 1.10 0.1088
N 2.430 -2.026 -0.240 2.56 -0.01 2.21 -1.1591
H 1.480 -1.639 -0.228 0.93 0.34 -2.14 0.3900
H 3.402 -1.876 -0.767 -4.02 0.42 0.75 0.4134
H 2.628 -1.711 0.734 0.56 -0.76 -0.76 0.3567